This record from the OMol25 dataset describes 8 unconnected molecules or ions with the total composition C48H120N8O16. The level of theory is ωB97M-V/def2-TZVPD.

Each line ends with the Mulliken spin population.
Geometry (Å):
O  -3.130  -1.824  -8.900  -0.12
O  0.747  -5.982  -0.415  -0.16
O  0.848  1.913  -11.625  -0.21
O  4.404  4.455  -1.831  -0.20
O  -3.518  2.497  -4.844  -0.14
O  -0.134  6.066  7.201  -0.12
O  -1.498  4.905  -0.919  -0.06
O  0.322  0.566  0.778  -0.07
O  -3.207  -0.228  4.187  -0.19
O  -2.007  -4.909  3.349  -0.12
O  -1.604  3.849  2.564  -0.05
O  -1.619  -1.442  -3.870  -0.33
O  3.740  -2.377  3.202  -0.11
O  6.664  2.568  2.215  -0.14
O  -4.483  -2.597  0.488  -0.08
O  2.084  -4.398  7.573  -0.12
N  -0.990  3.376  -3.352  -0.12
N  4.588  -3.609  5.851  -0.07
N  -2.525  -5.063  0.025  -0.12
N  -1.522  -2.520  4.986  -0.04
N  4.691  2.132  0.165  -0.32
N  -1.471  0.358  -11.280  -0.03
N  0.394  5.258  4.505  -0.04
N  -1.704  -1.881  -0.138  0.05
C  -1.513  -0.991  1.021  -0.11
C  -4.357  0.627  4.298  0.25
C  1.087  6.241  6.566  0.13
C  5.716  1.135  0.539  0.04
C  -0.038  1.732  -12.774  0.09
C  1.635  1.053  0.959  0.52
C  0.151  5.884  8.556  0.11
C  -4.659  -4.013  0.701  0.05
C  -1.971  2.639  1.972  -0.01
C  3.409  -4.449  8.013  0.01
C  -0.031  -0.687  1.350  -0.42
C  0.188  5.445  3.091  0.06
C  1.546  3.172  -11.700  0.28
C  -0.871  -4.823  4.195  0.02
C  -2.711  -0.561  -9.474  -0.05
C  -4.978  -1.887  1.631  0.10
C  4.283  -3.341  7.278  0.09
C  -2.547  -6.245  3.291  0.18
C  -2.530  -0.325  5.443  0.07
C  3.507  -3.761  3.489  -0.18
C  -1.278  2.076  -3.882  0.15
C  3.935  5.523  -2.721  0.22
C  -2.124  2.149  -5.145  -0.01
C  3.636  3.265  -1.812  -0.01
C  -1.684  -2.138  -2.687  0.09
C  -1.856  -0.862  -10.688  0.05
C  -0.547  -6.601  -0.166  0.00
C  1.157  -5.319  8.177  0.16
C  -0.411  -3.310  4.376  -0.04
C  0.823  -4.589  0.064  0.06
C  -1.213  -1.105  5.212  0.03
C  -0.092  3.461  -2.182  -0.18
C  -1.972  6.156  -0.463  0.13
C  0.833  6.496  5.119  0.03
C  -0.204  4.161  2.434  -0.20
C  3.805  -2.120  1.812  -0.01
C  -4.245  2.781  -6.038  0.08
C  -0.202  4.853  -1.458  0.00
C  -3.950  -4.885  -0.360  0.09
C  -3.950  -1.617  -7.806  0.11
C  -1.821  -5.979  -0.839  0.01
C  7.242  2.733  3.512  0.31
C  -0.802  0.375  -12.561  0.03
C  3.386  -3.920  5.043  0.08
C  6.146  1.263  2.037  0.07
C  -1.755  -2.229  -5.021  0.27
C  4.455  2.083  -1.257  0.20
C  -1.380  -1.315  -1.454  -0.10
H  -4.338  -4.353  1.685  0.01
H  0.935  3.313  -2.518  0.10
H  -2.334  -2.614  4.393  0.00
H  -1.968  1.204  -5.665  0.08
H  -1.858  1.654  -3.061  0.12
H  2.109  3.328  -10.780  -0.04
H  1.653  7.124  6.863  0.05
H  3.246  -4.964  5.321  0.03
H  -1.097  -3.054  -2.624  0.04
H  5.412  2.057  -1.778  0.03
H  0.005  4.332  1.378  -0.03
H  -0.962  -2.963  -5.165  -0.07
H  5.410  0.155  0.172  -0.01
H  -2.645  -2.248  -0.119  0.01
H  4.666  -2.597  1.343  -0.02
H  1.420  -6.376  8.141  -0.03
H  -2.319  0.668  5.838  -0.02
H  2.849  5.605  -2.775  -0.03
H  -0.396  4.851  4.985  0.01
H  -1.804  -6.972  2.962  0.01
H  3.890  1.165  -1.418  -0.02
H  2.306  3.116  -12.480  -0.03
H  6.481  2.566  4.273  -0.06
H  -1.535  -5.498  -1.774  0.04
H  2.317  0.324  0.521  0.09
H  -2.431  -1.479  -11.379  0.01
H  1.732  5.365  6.643  -0.04
H  1.626  2.008  0.433  -0.01
H  -0.277  -2.889  3.380  -0.03
H  4.226  5.310  -3.749  -0.02
H  -4.927  -1.274  -8.145  0.00
H  -4.065  -2.599  -7.345  -0.04
H  -3.014  2.429  2.210  0.01
H  1.006  5.262  8.821  -0.01
H  0.542  1.713  -13.696  0.01
H  -6.059  -2.009  1.702  0.02
H  -0.391  -7.657  -0.389  0.01
H  -1.994  -0.417  -1.506  0.01
H  6.864  0.469  2.241  -0.02
H  5.286  1.178  2.702  0.03
H  -2.706  -2.757  -5.094  0.07
H  0.227  -0.737  2.407  -0.05
H  -4.434  -5.861  -0.392  -0.03
H  -4.456  -2.245  2.519  0.01
H  0.552  -1.450  0.835  0.06
H  5.194  -2.935  5.406  -0.01
H  -0.738  -6.644  0.906  0.05
H  3.825  -5.443  7.848  0.01
H  -4.684  -0.838  1.629  -0.02
H  -1.622  -1.500  -5.821  0.01
H  0.050  5.729  -2.055  -0.01
H  4.321  6.485  -2.383  0.00
H  -0.801  0.776  -10.651  -0.02
H  0.990  4.088  -11.898  -0.01
H  -2.978  5.994  -0.075  0.00
H  -0.830  2.475  -12.869  -0.02
H  -5.738  -4.160  0.722  -0.03
H  0.430  3.306  2.668  0.12
H  -2.557  -6.708  -1.177  -0.03
H  -3.961  -4.394  -1.333  0.02
H  -4.055  1.471  4.918  0.03
H  3.797  -2.378  7.436  0.03
H  0.039  7.242  5.129  0.03
H  -0.753  5.748  9.149  -0.02
H  2.722  3.388  -1.231  0.14
H  -4.642  0.914  3.286  0.02
H  -0.075  -0.437  -12.553  0.00
H  1.015  -5.098  9.235  0.01
H  0.481  -4.499  1.095  0.09
H  -4.526  1.904  -6.621  0.01
H  -0.337  1.586  -4.133  -0.02
H  -0.259  2.598  -1.537  0.02
H  -0.530  -0.848  6.023  -0.03
H  -1.415  6.721  0.285  0.00
H  3.931  -1.038  1.766  0.06
H  -0.328  -1.031  -1.453  0.00
H  -1.543  0.236  -13.348  -0.01
H  -3.699  3.465  -6.686  -0.01
H  2.533  -3.284  5.281  0.06
H  3.427  -4.214  9.078  -0.01
H  3.398  3.050  -2.854  -0.02
H  1.853  -4.244  -0.019  0.04
H  -2.192  -0.140  0.970  -0.01
H  -3.275  -6.236  2.480  0.03
H  -0.940  -1.378  -10.399  0.00
H  0.604  -3.296  4.771  0.01
H  -0.644  6.124  2.908  -0.01
H  -2.112  6.918  -1.230  -0.03
H  -5.100  3.375  -5.715  0.00
H  0.374  6.896  8.896  -0.01
H  -2.134  -4.144  -0.123  0.00
H  8.002  1.984  3.732  -0.02
H  1.755  6.831  4.643  -0.08
H  -2.719  -2.467  -2.598  0.03
H  -3.531  0.109  -9.732  0.00
H  -1.865  2.684  0.888  0.00
H  -1.341  1.818  2.316  0.06
H  -3.516  -0.947  -7.064  0.02
H  -1.746  -1.670  1.841  0.02
H  -1.782  4.002  -3.347  0.00
H  -3.210  -0.843  6.119  0.03
H  5.256  -3.228  7.755  -0.05
H  -1.032  -5.260  5.181  0.02
H  2.577  -4.122  3.051  0.07
H  -3.064  -6.534  4.206  -0.04
H  4.947  3.043  0.518  0.06
H  -5.163  0.132  4.840  -0.06
H  -0.058  -5.328  3.672  0.01
H  -2.148  -0.003  -8.726  0.09
H  -0.840  -0.730  4.259  0.01
H  0.563  4.700  -0.697  0.05
H  6.658  1.306  0.019  -0.01
H  1.850  1.143  2.023  0.00
H  7.734  3.703  3.587  -0.04
H  0.259  -5.396  7.565  0.00
H  1.128  5.855  2.720  0.05
H  0.212  -3.944  -0.567  0.04
H  -1.694  2.816  -5.892  -0.06
H  4.302  -4.426  3.150  -0.05
H  2.872  -2.356  1.300  0.10

Atomic forces in eV per Å
O 0.9 1.2 -1.2
O -1.1 1.1 0.6
O -1.0 1.4 -1.2
O 0.0 1.4 -0.1
O 1.6 -0.5 -1.1
O 0.1 -1.0 0.2
O -0.2 0.8 0.4
O -1.0 0.2 0.0
O -0.3 0.4 0.1
O -0.4 -0.6 0.6
O 0.8 1.0 1.0
O 0.9 0.7 -0.2
O -0.1 -1.3 0.0
O 0.9 0.0 0.3
O 0.2 -0.5 0.6
O -1.4 -0.6 -0.3
N 1.4 1.9 -0.3
N -0.7 -0.4 0.0
N -0.9 0.3 0.2
N 1.6 -0.7 1.6
N 0.3 -0.7 1.0
N 0.1 2.7 -0.3
N 0.8 0.3 0.0
N 1.1 -0.9 -0.7
C 0.7 -1.6 0.1
C 1.1 -0.6 0.3
C 1.0 0.5 -1.5
C 0.3 1.3 0.8
C -0.4 -1.5 1.2
C -0.8 -0.9 -0.1
C -0.8 2.1 1.3
C -0.5 0.0 -0.6
C 0.2 -0.3 -0.3
C 1.0 1.0 -0.6
C 0.0 0.8 -1.6
C -0.8 -0.8 1.1
C 0.8 -0.7 0.0
C 0.7 1.7 -0.4
C 0.2 -1.1 0.4
C 0.8 -0.2 -0.1
C -0.1 -0.6 -0.5
C -0.1 1.1 -0.8
C 0.4 -0.7 -0.7
C 0.6 0.1 1.9
C -0.9 1.1 0.4
C -0.1 -1.4 0.5
C -0.3 -0.2 0.3
C 0.6 -0.3 -0.4
C -1.3 -1.4 1.7
C -0.1 -0.8 0.2
C 0.2 0.2 0.2
C 0.7 -0.2 -0.4
C -2.1 -0.9 -1.3
C -0.3 -1.2 -0.8
C -1.8 0.2 -0.9
C -1.0 1.0 -1.5
C -0.8 0.4 -0.1
C -0.7 -1.2 0.4
C -0.3 -0.5 -1.9
C 0.1 0.9 0.6
C 0.2 0.8 0.7
C 0.2 -2.5 -0.1
C 0.8 0.8 0.9
C -0.5 -0.7 0.4
C 0.8 -0.3 -0.3
C -0.3 -0.5 -0.3
C 0.7 0.2 0.3
C 0.7 0.3 -0.8
C -1.3 -0.1 -1.2
C 0.5 0.5 -0.5
C -0.3 1.0 0.1
C -0.3 1.5 0.6
H 0.5 0.4 0.2
H 0.2 0.3 -0.2
H 0.0 0.1 -0.2
H -0.9 -0.7 0.1
H 0.1 -1.6 -0.4
H -0.3 -0.2 0.2
H -0.1 0.2 1.0
H -1.0 0.0 -0.5
H 0.5 -0.2 -0.5
H 0.1 -0.2 -0.5
H -0.2 -0.1 -0.5
H 0.3 -0.2 0.4
H -0.3 -0.2 0.7
H -0.2 0.4 0.0
H 0.0 -0.2 -0.1
H 1.1 -0.2 0.0
H 0.1 0.2 0.0
H -0.2 -0.2 0.5
H -0.2 0.2 -0.1
H 0.3 -0.1 0.4
H 0.0 -0.1 -0.5
H 0.1 -0.1 -0.3
H -0.2 0.4 0.2
H 0.4 0.1 -0.3
H 0.5 0.3 -0.2
H 0.0 -0.1 -0.1
H 0.1 -0.2 0.3
H 0.5 -0.1 0.2
H 0.2 -0.2 -0.6
H 0.4 0.0 -0.1
H -0.2 0.3 0.2
H -0.2 0.0 0.2
H 0.0 0.1 0.1
H -0.3 -0.5 -0.3
H 0.1 -0.1 -0.1
H -0.1 0.1 0.2
H -0.1 0.1 -0.7
H 0.2 0.6 -0.6
H 0.3 0.0 0.2
H -0.2 -0.4 0.1
H -0.3 0.1 0.1
H -0.2 0.2 0.2
H -0.1 0.0 -0.1
H -0.3 -0.4 0.3
H 0.2 -0.5 0.1
H -0.2 0.4 0.3
H 0.0 0.5 0.3
H 0.2 -0.2 0.0
H -0.2 0.0 -0.7
H -0.4 -0.3 -0.3
H -0.1 -0.1 -0.4
H 0.2 -0.3 0.1
H -0.1 0.4 0.3
H -0.8 -0.3 0.1
H 0.1 -0.2 0.2
H 0.3 0.6 0.4
H -0.3 -0.4 -0.4
H 0.0 -0.1 0.7
H 0.3 -0.7 0.3
H -0.6 -0.1 -0.3
H -0.2 0.5 -0.3
H -0.5 0.1 -0.1
H 0.0 0.7 -0.5
H -0.1 -1.1 -0.4
H -0.2 0.1 0.1
H -0.1 0.1 0.2
H 0.3 -0.3 -0.6
H -0.4 0.3 0.0
H -0.1 -0.1 0.1
H -0.1 -0.2 0.2
H -0.1 -0.4 0.3
H -0.3 0.2 0.8
H 0.2 -0.7 0.0
H 0.6 -0.7 0.4
H 0.1 0.0 -0.3
H 0.1 0.2 0.0
H 0.2 0.0 -0.3
H 0.4 -0.1 -0.2
H -0.1 -0.1 0.6
H 0.3 0.0 0.3
H -0.4 -0.4 -0.1
H 0.0 -0.3 0.0
H 0.3 0.4 0.3
H -0.1 0.2 0.1
H -0.1 -0.8 0.3
H -0.5 0.2 1.0
H 0.0 0.6 -0.3
H 0.2 -0.2 -0.8
H -0.4 -0.4 -0.1
H 0.8 0.3 0.5
H 0.5 0.3 0.5
H 0.3 -0.3 -0.3
H -0.1 0.2 -0.2
H -0.5 -0.4 0.3
H -0.5 -0.3 -0.2
H 0.0 0.0 -0.3
H 0.0 -0.2 0.2
H 0.0 0.3 0.0
H -0.8 0.3 0.3
H 0.0 -0.2 0.4
H 0.2 -0.2 0.4
H 0.0 -0.4 0.4
H -0.2 -0.1 0.1
H -0.2 0.1 -0.2
H 0.3 0.0 0.3
H 0.2 0.1 -0.2
H -0.3 -0.2 -0.2
H 0.4 -0.3 0.2
H 0.3 0.0 0.2
H 0.5 0.7 0.1
H 0.1 0.7 0.6
H 0.3 0.3 -0.5
H 0.3 0.3 0.1
H -0.4 0.1 -0.1
H -0.2 1.1 0.3
H -0.1 -0.1 -0.5
H -0.2 0.1 0.1
H -0.1 0.8 0.3
H 0.4 0.2 -0.4
H -0.1 -0.3 -0.1

Its energy relative to the best compared isomer or geometry (same formula, charge and spin) is 30.1 kcal/mol. The spin multiplicity is 2. The expectation value of S² is 0.75. The gap between HOMO and LUMO (spin up / spin down) comes out at 1.111 / 8.116 eV. The lowest unoccupied orbital energy (spin up / spin down) is 2.09 / 2.17 eV. The value obtained for the HOMO energy (spin up / spin down) is 0.0361 / -0.2185 hartree. The total energy comes out at -3542.18442 Eh. The net charge is -1.